[1]
The following is a quantum chemistry calculation of a cluster of 5 separate species, C35H78ClN6O4PS in total, from OMol25.

SMILES   CCSC[C@](C#N)([C@H](C#N)COCOCCO)P(O)Cl.CCN(CC)CC.CCN(CC)CC.CCN(CC)CC.CCN(CC)CC
Largest force on an atom   0.01900 hartree/bohr
HOMO-LUMO gap   8.2 eV
E   -87335.37884 eV
LUMO level   0.2 eV

```
126
C35H78ClN6O4PS (ωB97M-V/def2-TZVPD)
C 1.24 -3.14 -2.66
C 2.48 -3.64 -1.91
S 3.82 -2.48 -1.48
C 3.32 -0.82 -1.98
C 2.48 -0.04 -0.92
C 1.64 -0.97 -0.19
N 0.94 -1.67 0.40
C 1.62 1.04 -1.67
C 2.48 2.15 -2.08
N 3.11 3.06 -2.40
C 0.38 1.60 -0.91
O -0.78 1.51 -1.70
C -1.27 0.21 -1.86
O -2.22 -0.12 -0.90
C -3.54 0.28 -1.25
C -4.37 0.38 0.01
O -4.17 -0.71 0.87
P 3.71 0.57 0.41
O 4.94 1.19 -0.46
Cl 2.75 2.27 1.02
H 0.36 -3.56 -2.17
H 1.10 -2.06 -2.66
H 1.23 -3.53 -3.67
H 2.18 -4.10 -0.98
H 2.96 -4.43 -2.49
H 4.25 -0.29 -2.16
H 2.79 -0.83 -2.93
H 1.25 0.60 -2.60
H 0.53 2.66 -0.72
H 0.23 1.12 0.05
H -0.49 -0.55 -1.80
H -1.71 0.16 -2.86
H -3.99 -0.42 -1.96
H -3.52 1.27 -1.73
H -5.42 0.39 -0.27
H -4.15 1.34 0.50
H -3.23 -0.93 0.87
H 5.69 0.61 -0.29
C 0.52 6.83 5.80
C 1.33 6.19 4.67
N 1.02 6.74 3.37
C 1.54 5.94 2.27
C 3.05 5.80 2.13
C 1.17 8.18 3.24
C 2.53 8.80 3.57
H -0.55 6.79 5.57
H 0.69 6.28 6.73
H 0.80 7.87 5.97
H 1.09 5.13 4.64
H 2.40 6.26 4.92
H 1.13 6.34 1.34
H 1.10 4.94 2.38
H 3.53 6.71 1.76
H 3.27 5.01 1.41
H 3.53 5.52 3.07
H 0.42 8.65 3.88
H 0.88 8.46 2.22
H 2.93 8.42 4.51
H 2.43 9.88 3.66
H 3.27 8.61 2.78
C 0.33 -4.24 -8.95
C 0.08 -3.41 -7.70
N 0.52 -2.03 -7.83
C 0.58 -1.32 -6.57
C -0.73 -1.09 -5.80
C -0.04 -1.30 -8.95
C -1.57 -1.19 -9.05
H 1.37 -4.16 -9.26
H 0.10 -5.29 -8.75
H -0.30 -3.92 -9.78
H 0.64 -3.86 -6.87
H -0.99 -3.49 -7.42
H 1.06 -0.36 -6.74
H 1.27 -1.87 -5.92
H -1.35 -0.33 -6.27
H -0.50 -0.74 -4.79
H -1.31 -2.01 -5.70
H 0.33 -1.76 -9.87
H 0.39 -0.30 -8.95
H -2.06 -2.16 -8.90
H -1.84 -0.84 -10.05
H -1.98 -0.49 -8.34
C 0.06 3.00 7.04
C -0.31 1.56 6.72
N -0.86 1.41 5.39
C -1.50 0.12 5.16
C -0.63 -1.14 5.21
C -0.03 1.90 4.30
C 1.40 1.34 4.17
H -0.78 3.67 6.86
H 0.34 3.09 8.09
H 0.91 3.35 6.45
H -1.07 1.24 7.43
H 0.57 0.92 6.89
H -2.01 0.16 4.20
H -2.29 0.02 5.91
H 0.01 -1.23 4.34
H -1.27 -2.02 5.23
H 0.00 -1.17 6.10
H 0.05 2.99 4.40
H -0.57 1.74 3.37
H 1.93 1.33 5.12
H 1.96 1.96 3.48
H 1.40 0.33 3.77
C -1.21 -7.70 0.54
C -1.30 -6.41 1.34
N -1.54 -5.25 0.50
C -1.33 -3.98 1.19
C -2.24 -3.65 2.38
C -2.72 -5.32 -0.34
C -4.08 -5.55 0.33
H -0.48 -7.61 -0.27
H -0.90 -8.52 1.19
H -2.17 -7.99 0.11
H -0.34 -6.25 1.85
H -2.06 -6.53 2.13
H -1.38 -3.18 0.45
H -0.29 -3.97 1.54
H -3.25 -3.39 2.06
H -1.83 -2.78 2.91
H -2.30 -4.47 3.09
H -2.57 -6.11 -1.08
H -2.77 -4.39 -0.93
H -4.04 -6.37 1.06
H -4.82 -5.82 -0.42
H -4.45 -4.66 0.84
```

=====

[2]
The following is a quantum chemistry calculation of a cluster of 3 separate species, C27H57N5O9PS2 in total at a distorted geometry, from OMol25.

Largest force on an atom   0.07050 hartree/bohr
HOMO-LUMO gap   8.6 eV
E   -85753.39850 eV
LUMO level   -2.1 eV
Charge   +1

```
101
C27H57N5O9PS2 (ωB97M-V/def2-TZVPD)
C 3.26 -1.53 3.08
C 2.62 -0.41 3.92
N 1.16 -0.43 3.82
C 0.67 0.21 2.60
C -0.59 -0.55 2.15
C -1.55 0.20 1.25
C -0.97 0.58 -0.16
C -0.03 1.82 -0.20
C -0.76 2.97 -0.92
C 0.04 4.27 -0.96
O 0.09 4.85 0.34
C 1.43 5.02 0.78
C -2.36 1.30 1.97
P -1.64 2.93 2.52
O -1.18 2.63 4.07
O -2.89 4.00 2.62
N -3.46 1.43 0.97
C -3.87 0.06 0.99
N -5.14 -0.18 1.17
C -5.66 -1.55 1.28
C -7.11 -1.62 1.79
C -7.19 -2.07 3.27
O -7.59 -0.93 4.05
N -2.77 -0.65 0.87
C -2.66 -2.10 0.76
N -1.58 -2.57 -0.10
C -1.06 -3.89 0.33
C 0.50 0.06 4.99
C 1.14 1.17 5.82
O -0.51 -0.39 5.35
H 3.96 -2.12 3.68
H 2.52 -2.22 2.69
H 3.86 -1.08 2.28
H 3.06 0.57 3.70
H 2.87 -0.65 4.95
H 0.56 1.30 2.67
H 1.44 0.04 1.85
H -1.14 -0.84 3.05
H -0.24 -1.48 1.72
H -1.80 0.76 -0.83
H -0.40 -0.25 -0.58
H 0.38 2.12 0.76
H 0.81 1.57 -0.85
H -0.90 2.63 -1.94
H -1.75 3.12 -0.48
H 1.02 4.15 -1.42
H -0.52 4.97 -1.59
H 2.07 4.18 0.53
H 1.82 5.95 0.36
H 1.40 5.08 1.87
H -2.75 0.79 2.87
H -0.41 3.18 4.25
H -3.27 3.94 3.52
H -4.18 2.02 1.39
H -5.81 0.57 1.26
H -5.02 -2.12 1.94
H -5.61 -2.05 0.31
H -7.59 -2.41 1.21
H -7.68 -0.71 1.63
H -7.91 -2.88 3.37
H -6.23 -2.41 3.65
H -8.40 -1.18 4.50
H -2.49 -2.51 1.76
H -3.57 -2.58 0.41
H -1.96 -2.68 -1.03
H -1.57 -4.31 1.19
H -1.20 -4.60 -0.49
H -0.01 -3.79 0.56
H 1.68 0.69 6.64
H 0.35 1.78 6.24
H 1.87 1.74 5.23
C 0.84 -2.48 -5.06
C -0.32 -2.70 -4.08
C 0.03 -1.95 -2.78
S 1.10 -0.59 -3.27
O 2.41 -0.80 -2.70
O 0.39 0.66 -3.10
C 1.16 -0.99 -5.01
H 0.58 -2.80 -6.07
H 1.71 -3.06 -4.73
H -1.24 -2.28 -4.50
H -0.50 -3.75 -3.88
H -0.85 -1.55 -2.29
H 0.59 -2.58 -2.09
H 2.14 -0.75 -5.40
H 0.39 -0.41 -5.51
C 7.06 1.11 -5.20
C 6.90 0.76 -3.72
C 5.54 0.07 -3.55
S 5.19 -0.72 -5.13
O 4.04 -0.09 -5.72
O 5.27 -2.15 -4.98
C 6.65 -0.13 -5.98
H 8.08 1.42 -5.44
H 6.40 1.94 -5.45
H 7.70 0.07 -3.42
H 6.97 1.64 -3.08
H 5.56 -0.69 -2.78
H 4.75 0.78 -3.35
H 6.42 0.06 -7.02
H 7.41 -0.91 -5.90
```

=====

Among the records above, which one has the lowest HOMO-LUMO gap?
C35H78ClN6O4PS

=====

The highest largest force on an atom belongs to which entry?
C27H57N5O9PS2